Record 1
{
  "formula": "C27H31GeN2O3Tc",
  "method": "ωB97M-V/def2-TZVPD",
  "species": ["Tc", "C", "N", "C", "C", "O", "C", "O", "C", "C", "O", "N", "C", "C", "H", "H", "H", "H", "H", "H", "H", "H", "H", "H", "H", "H", "H", "H", "H", "H", "C", "Ge", "C", "C", "C", "C", "C", "C", "C", "C", "C", "C", "C", "C", "C", "C", "C", "C", "C", "C", "H", "H", "H", "H", "H", "H", "H", "H", "H", "H", "H", "H", "H", "H", "H"],
  "xyz": [[-0.0970, 1.3855, -1.9457], [-4.2055, 3.8119, -1.7503], [-3.9706, 2.5933, -2.5537], [-5.1301, 2.0786, -3.3166], [-2.8257, 1.9968, -2.5768], [-1.7978, 2.4562, -1.9359], [-2.6453, 0.7371, -3.4053], [-1.2899, 0.2500, -3.1834], [-0.6285, -0.3562, -4.3324], [0.8543, -0.0466, -4.2256], [1.2327, 0.8314, -3.3540], [1.6860, -0.6200, -5.0316], [1.2335, -1.5824, -6.0620], [3.1386, -0.3596, -4.9761], [-4.4685, 4.6219, -2.4278], [-3.3155, 4.0659, -1.1888], [-5.0390, 3.6154, -1.0788], [-4.8493, 1.8508, -4.3429], [-5.8853, 2.8581, -3.3373], [-5.5465, 1.1999, -2.8255], [-2.7657, 0.9697, -4.4651], [-3.3544, -0.0431, -3.1283], [-1.0228, 0.1036, -5.2421], [-0.8396, -1.4244, -4.3498], [1.0052, -2.5451, -5.6060], [2.0452, -1.7151, -6.7707], [0.3723, -1.1967, -6.6035], [3.3633, 0.3305, -4.1724], [3.4475, 0.0646, -5.9296], [3.6461, -1.3099, -4.8222], [0.2418, 0.6124, -0.5105], [0.8611, -0.1403, 1.1684], [2.1960, 0.5666, 3.6477], [3.2074, -0.3831, 3.2278], [4.3074, 0.0273, 2.5178], [4.4431, 1.3705, 2.1370], [3.4179, 2.2810, 2.3657], [2.2956, 1.8913, 3.0655], [1.3019, 0.2840, 4.7222], [1.3155, -0.9927, 5.3792], [0.5299, -1.2312, 6.4735], [-0.3156, -0.2220, 6.9529], [-0.3810, 1.0314, 6.3193], [0.4146, 1.2869, 5.2397], [0.0983, -1.8277, 1.4416], [-1.2880, -1.9648, 1.6211], [-1.8144, -3.2352, 1.7784], [-0.9751, -4.3468, 1.7662], [0.3991, -4.2030, 1.5981], [0.9520, -2.9406, 1.4631], [3.1501, -1.4104, 3.5558], [5.0945, -0.6779, 2.2838], [5.3507, 1.6958, 1.6429], [3.5156, 3.3037, 2.0262], [1.5313, 2.6245, 3.2789], [1.9628, -1.7849, 5.0366], [0.5702, -2.1873, 6.9771], [-0.9213, -0.4056, 7.8325], [-1.0411, 1.7952, 6.7069], [0.3890, 2.2773, 4.8110], [-1.9488, -1.1058, 1.6387], [-2.8797, -3.3635, 1.9170], [-1.3945, -5.3346, 1.9060], [1.0383, -5.0758, 1.5866], [2.0275, -2.8368, 1.3657]],
  "atomic_forces_ev_per_a": [[0.1, 0.1, -0.4], [0.0, -0.1, -0.1], [-0.2, 0.0, 0.0], [0.1, 0.0, 0.1], [0.3, 0.1, 0.2], [-0.2, 0.1, -0.1], [0.0, 0.0, 0.0], [0.0, 0.0, -0.1], [0.0, 0.1, 0.0], [0.0, 0.1, 0.1], [0.0, 0.0, -0.2], [0.0, -0.1, -0.1], [0.0, 0.1, 0.1], [-0.1, 0.0, 0.0], [0.0, 0.0, 0.0], [0.0, 0.0, 0.0], [0.0, 0.0, 0.0], [0.0, 0.0, 0.0], [0.0, 0.0, 0.0], [0.0, 0.0, 0.0], [0.0, 0.0, 0.0], [0.0, 0.0, 0.0], [0.0, 0.0, 0.0], [0.0, 0.0, 0.1], [0.0, 0.0, 0.0], [0.0, 0.0, 0.0], [0.0, 0.0, 0.0], [0.0, 0.0, 0.0], [0.0, 0.0, 0.0], [0.0, 0.0, 0.0], [-0.2, -0.2, 0.3], [0.8, 0.7, 0.4], [-0.6, -0.2, 0.5], [0.1, -0.2, -0.4], [0.0, -0.1, 0.1], [0.1, 0.0, 0.1], [-0.1, 0.1, 0.1], [-0.1, 0.2, -0.4], [0.4, 0.1, -0.4], [0.0, -0.1, 0.0], [0.0, 0.0, 0.0], [0.0, 0.0, 0.0], [0.0, 0.0, 0.0], [0.0, 0.1, 0.0], [-0.4, -0.6, 0.1], [0.1, -0.2, -0.2], [0.0, 0.0, 0.1], [0.0, 0.0, 0.0], [0.0, -0.1, 0.0], [-0.2, 0.1, 0.1], [0.0, 0.0, 0.0], [0.0, 0.0, 0.0], [0.0, 0.0, 0.0], [0.0, 0.0, 0.0], [0.0, 0.0, 0.0], [0.0, 0.0, 0.0], [0.0, 0.0, 0.0], [0.0, 0.0, 0.0], [0.0, 0.0, 0.0], [0.0, 0.0, 0.0], [0.0, 0.0, 0.0], [0.0, 0.0, 0.0], [0.0, 0.0, 0.0], [0.0, 0.0, 0.0], [0.0, 0.0, 0.0]],
  "total_charge": 4,
  "total_energy_ha": -3538.7699,
  "homo_lumo_gap_ev": [4.73, 4.74]
}

Record 2
{
  "formula": "C27H31N3O2",
  "method": "ωB97M-V/def2-TZVPD",
  "species": ["C", "H", "O", "C", "C", "C", "C", "C", "C", "H", "H", "C", "N", "C", "O", "C", "N", "C", "C", "N", "C", "C", "H", "H", "H", "H", "C", "C", "C", "C", "C", "C", "C", "H", "H", "H", "H", "H", "C", "C", "C", "C", "C", "C", "H", "H", "H", "H", "H", "H", "H", "H", "H", "H", "H", "H", "H", "H", "H", "H", "H", "H", "H"],
  "xyz": [[0.9412, 2.7185, -7.6558], [1.0106, 3.7969, -7.4795], [2.0178, 2.0283, -7.0706], [2.1804, 2.0987, -5.7201], [3.2714, 1.3973, -5.2011], [3.5260, 1.4052, -3.8482], [2.7034, 2.1103, -2.9737], [1.6193, 2.7981, -3.4920], [1.3541, 2.8022, -4.8524], [0.5031, 3.3552, -5.2179], [0.9672, 3.3498, -2.8296], [2.9777, 2.0715, -1.4936], [2.6881, 0.7615, -0.9504], [3.6313, -0.0768, -0.4861], [4.8116, 0.1946, -0.4124], [3.0659, -1.4355, -0.0722], [1.6741, -1.3350, 0.3209], [1.5261, -0.7259, 1.6321], [0.0459, -0.4897, 1.9127], [-0.6437, -1.7645, 1.9021], [-0.5023, -2.3785, 0.5988], [0.9790, -2.6086, 0.3083], [1.0891, -3.0616, -0.6801], [1.3888, -3.3020, 1.0623], [-1.0203, -3.3407, 0.6004], [-0.9283, -1.7495, -0.2030], [-2.0215, -1.7287, 2.3958], [-2.0515, -1.5030, 3.8930], [-3.2083, -1.0478, 4.5141], [-3.2497, -0.8795, 5.8869], [-2.1380, -1.1701, 6.6587], [-0.9893, -1.6452, 6.0496], [-0.9489, -1.8164, 4.6775], [-0.0606, -2.2003, 4.2006], [-0.1218, -1.8875, 6.6463], [-2.1699, -1.0346, 7.7298], [-4.1551, -0.5213, 6.3549], [-4.0834, -0.8253, 3.9204], [-2.8836, -0.7516, 1.6220], [-3.6364, -1.1981, 0.5424], [-4.3629, -0.3102, -0.2318], [-4.3443, 1.0420, 0.0620], [-3.6021, 1.4977, 1.1385], [-2.8768, 0.6090, 1.9117], [-2.3128, 0.9731, 2.7580], [-3.5878, 2.5511, 1.3782], [-4.9094, 1.7370, -0.5415], [-4.9448, -0.6760, -1.0654], [-3.6602, -2.2537, 0.3087], [-2.4189, -2.7405, 2.2244], [-0.0709, -0.0300, 2.8954], [-0.3519, 0.1991, 1.1470], [2.0625, 0.2250, 1.6436], [1.9471, -1.3735, 2.4202], [3.7112, -1.8580, 0.7143], [3.1396, -2.0873, -0.9486], [1.7415, 0.4108, -0.9877], [4.0374, 2.2548, -1.2942], [2.3760, 2.8237, -0.9726], [4.3723, 0.8629, -3.4535], [3.9047, 0.8573, -5.8870], [1.0126, 2.5243, -8.7248], [-0.0217, 2.3509, -7.2858]],
  "atomic_forces_ev_per_a": [[-0.2, 0.1, -0.1], [0.0, 0.0, 0.0], [0.2, -0.1, 0.2], [0.0, 0.0, 0.2], [-0.1, 0.0, -0.1], [-0.1, 0.1, -0.1], [-0.1, 0.2, 0.1], [0.3, -0.1, 0.2], [-0.1, 0.0, -0.4], [-0.1, 0.0, -0.1], [-0.1, 0.1, 0.1], [0.2, 0.0, 0.0], [-0.3, 0.3, -0.1], [-0.3, -0.2, 0.1], [0.5, -0.1, 0.0], [0.1, 0.0, 0.0], [0.1, -0.2, 0.0], [-0.2, 0.2, 0.1], [0.3, 0.1, 0.1], [-0.1, -0.1, 0.0], [0.2, -0.2, -0.1], [-0.3, -0.1, -0.2], [0.0, 0.0, 0.0], [0.0, 0.0, -0.1], [0.0, 0.0, 0.0], [0.0, -0.1, 0.0], [0.0, -0.1, -0.1], [0.0, 0.0, 0.1], [0.0, 0.0, 0.0], [-0.1, 0.0, 0.1], [0.0, 0.0, 0.1], [0.0, 0.0, 0.1], [0.0, 0.0, 0.0], [0.1, 0.0, -0.1], [0.1, 0.0, 0.0], [0.0, 0.0, 0.1], [-0.1, 0.0, 0.0], [-0.1, 0.0, 0.0], [-0.1, -0.1, -0.1], [0.0, 0.0, 0.1], [-0.1, 0.0, -0.1], [-0.1, 0.0, -0.1], [0.0, 0.1, 0.0], [0.0, 0.0, 0.0], [0.0, 0.0, 0.1], [0.0, 0.1, 0.0], [0.0, 0.1, 0.0], [0.0, 0.0, -0.1], [0.0, -0.1, 0.0], [0.0, 0.2, -0.1], [0.0, 0.1, 0.0], [0.0, 0.0, 0.1], [0.0, 0.0, 0.0], [0.0, 0.0, 0.0], [0.0, 0.1, -0.1], [0.0, 0.0, 0.1], [0.1, -0.1, 0.1], [-0.2, 0.1, 0.0], [0.1, 0.0, -0.1], [0.1, -0.1, 0.0], [0.1, -0.1, -0.1], [0.0, 0.0, 0.1], [0.0, 0.0, 0.0]],
  "total_energy_ha": -1362.2183,
  "homo_lumo_gap_ev": 8.97,
  "e_above_lowest_kcal_mol": 23.8
}

Record 3
{
  "formula": "C27H32B4Cl63F9O7S",
  "method": "ωB97M-V/def2-TZVPD",
  "species": ["C", "O", "B", "O", "B", "O", "B", "C", "C", "C", "F", "F", "C", "F", "F", "S", "F", "F", "F", "F", "F", "O", "B", "C", "O", "O", "O", "H", "H", "H", "H", "H", "H", "H", "H", "H", "H", "H", "C", "Cl", "Cl", "Cl", "H", "C", "Cl", "Cl", "Cl", "H", "C", "Cl", "Cl", "Cl", "H", "C", "Cl", "Cl", "Cl", "H", "C", "Cl", "Cl", "Cl", "H", "C", "Cl", "Cl", "Cl", "H", "C", "Cl", "Cl", "Cl", "H", "C", "Cl", "Cl", "Cl", "H", "C", "Cl", "Cl", "Cl", "H", "C", "Cl", "Cl", "Cl", "H", "C", "Cl", "Cl", "Cl", "H", "C", "Cl", "Cl", "Cl", "H", "C", "Cl", "Cl", "Cl", "H", "C", "Cl", "Cl", "Cl", "H", "C", "Cl", "Cl", "Cl", "H", "C", "Cl", "Cl", "Cl", "H", "C", "Cl", "Cl", "Cl", "H", "C", "Cl", "Cl", "Cl", "H", "C", "Cl", "Cl", "Cl", "H", "C", "Cl", "Cl", "Cl", "H", "C", "Cl", "Cl", "Cl", "H"],
  "xyz": [[0.0082, 3.1609, 5.1952], [-1.2844, 3.0408, 4.5926], [-1.3364, 2.2169, 3.5019], [-2.4271, 1.3595, 3.3970], [-0.2351, 2.1678, 2.2130], [-0.7487, 1.8435, 0.9535], [-0.2417, 2.7048, 0.0070], [-0.6952, 2.4829, -1.4966], [0.3980, 2.8260, -2.5316], [0.8401, 1.5972, -3.3288], [-0.0668, 1.5074, -4.3656], [0.6937, 0.4592, -2.6577], [2.2369, 1.7565, -4.0044], [2.2819, 1.1199, -5.1444], [2.3654, 3.0419, -4.3067], [3.7092, 1.2758, -2.9297], [2.9177, 1.5821, -1.6038], [4.2792, 2.7649, -2.9758], [4.5821, 0.9978, -4.2385], [3.3034, -0.2406, -2.9458], [4.9556, 0.9032, -2.0384], [0.6051, 3.7667, 0.3021], [1.2368, 3.6721, 1.5410], [1.9945, 4.9534, 2.1017], [1.1954, 6.1231, 1.9192], [1.4028, 6.5563, 0.6118], [1.1315, 2.4656, 2.2585], [-0.1072, 3.7082, 6.1326], [0.6971, 3.7458, 4.5810], [0.4505, 2.1899, 5.4282], [-3.2453, 1.8707, 3.3059], [-1.1071, 1.4766, -1.5816], [-1.5339, 3.1721, -1.6609], [1.2686, 3.3019, -2.0787], [-0.0343, 3.5060, -3.2640], [2.9301, 5.1080, 1.5457], [2.2788, 4.8001, 3.1434], [0.5975, 6.3723, 0.1049], [-0.8983, -2.3925, 3.7034], [-2.3940, -2.3897, 4.6307], [-0.6469, -0.8136, 2.9656], [0.4837, -2.8335, 4.7181], [-0.9889, -3.1307, 2.9150], [4.3162, 5.7377, -2.7084], [2.8569, 5.9054, -1.7307], [4.6203, 7.2040, -3.6426], [5.7047, 5.3541, -1.6840], [4.1708, 4.9187, -3.4011], [-6.1045, -1.7884, 2.8430], [-5.0442, -3.0606, 2.2281], [-7.1147, -2.4027, 4.1543], [-5.1623, -0.3974, 3.3831], [-6.7535, -1.4672, 2.0360], [-4.9612, -3.3097, -1.7078], [-5.0468, -3.5422, -3.4567], [-3.3375, -2.8185, -1.2166], [-6.1386, -2.1104, -1.1740], [-5.1954, -4.2516, -1.2277], [-7.6475, 2.8755, 2.9360], [-5.8823, 2.8297, 2.8525], [-8.3068, 1.4262, 2.1745], [-8.1837, 3.0238, 4.6067], [-7.9989, 3.7389, 2.3858], [-0.2097, 3.1764, -8.1429], [-0.0933, 2.7191, -6.4414], [0.1090, 1.7780, -9.1739], [-1.7967, 3.8644, -8.4991], [0.5402, 3.9295, -8.3500], [-9.3838, -0.2533, -1.3496], [-9.2852, -0.9255, 0.2867], [-8.8851, -1.4594, -2.5289], [-11.0124, 0.3412, -1.6738], [-8.6970, 0.5813, -1.4210], [4.4869, 1.4906, 2.9317], [3.8697, 1.2684, 1.2909], [4.6775, 3.2069, 3.2860], [3.4235, 0.7234, 4.1133], [5.4587, 1.0180, 2.9938], [-8.0679, 2.3300, 8.7099], [-7.1992, 1.4589, 7.4469], [-8.5078, 3.9501, 8.1587], [-9.5025, 1.4341, 9.2146], [-7.4129, 2.4302, 9.5657], [8.2095, 6.8403, -4.2865], [9.8880, 6.5163, -3.8466], [7.9118, 8.5768, -4.3815], [7.8015, 6.0515, -5.8128], [7.5711, 6.4308, -3.5133], [-0.6750, -5.2863, 0.6762], [-0.7434, -5.5519, -1.0641], [0.9394, -4.7669, 1.1655], [-1.8862, -4.1009, 1.1757], [-0.8952, -6.2236, 1.1722], [-2.9648, 6.4451, 4.9372], [-1.2058, 6.3433, 4.8257], [-3.7208, 5.0265, 4.2070], [-3.4762, 6.6267, 6.6164], [-3.2876, 7.3199, 4.3879], [-1.9248, -0.8355, -6.4059], [-1.8501, -1.3248, -4.7130], [-1.5821, -2.2046, -7.4609], [-3.5030, -0.1344, -6.7769], [-1.1681, -0.0783, -6.5772], [2.2251, -4.0941, -7.0049], [1.6572, -4.3959, -8.6523], [2.3514, -2.3607, -6.6977], [1.1550, -4.8576, -5.8302], [3.2105, -4.5298, -6.9019], [2.5810, -3.5442, 7.6620], [2.3345, -2.5268, 9.0871], [3.9069, -2.9179, 6.6757], [2.8895, -5.2138, 8.1343], [1.6751, -3.5201, 7.0702], [6.7550, -7.1594, 8.0336], [7.5813, -8.0679, 6.7656], [6.3391, -5.5401, 7.4735], [5.3117, -8.0217, 8.5759], [7.4286, -7.0647, 8.8758], [1.1273, -9.3837, -1.3922], [0.4776, -8.4687, -0.0284], [0.9190, -8.4890, -2.8991], [2.8271, -9.7721, -1.1276], [0.5753, -10.3114, -1.4697], [7.9131, -1.2090, -1.4360], [9.1244, -2.2245, -2.2207], [7.0223, -2.1299, -0.2205], [8.6687, 0.2125, -0.7100], [7.2117, -0.8733, -2.1894], [4.7914, -3.5494, 11.9907], [5.8649, -4.8034, 11.3667], [3.8108, -4.1715, 13.3198], [5.7150, -2.1359, 12.5055], [4.1264, -3.2474, 11.1911], [-6.7071, -2.0740, -7.9674], [-6.6331, -2.5555, -6.2720], [-6.3500, -3.4434, -9.0217], [-8.2867, -1.3851, -8.3535], [-5.9551, -1.3134, -8.1352], [0.2230, -5.0352, -12.1526], [1.0659, -5.9880, -13.3760], [-0.2176, -3.4501, -12.7907], [-1.2061, -5.8922, -11.5693], [0.8967, -4.8868, -11.3177]],
  "atomic_forces_ev_per_a": [[0.2, 0.7, 0.4], [0.6, -0.6, -0.1], [-0.7, -0.5, 0.8], [-0.4, 1.1, -0.7], [0.5, -1.5, 0.1], [0.6, 1.3, 0.5], [-0.5, -0.6, -1.8], [0.2, 0.4, 0.5], [0.0, -0.3, 0.1], [-1.3, 1.0, -0.1], [0.4, -0.6, 0.5], [0.6, -0.7, 0.3], [-0.7, 0.2, 0.6], [0.2, -1.3, -0.6], [0.1, 1.0, 0.0], [1.8, 0.0, -1.0], [-0.4, 0.0, 0.1], [-0.3, 0.1, 0.5], [0.0, 0.0, 0.0], [-0.7, -0.1, 0.3], [0.1, -0.2, 0.1], [-0.3, -0.5, 0.9], [0.9, -0.1, -0.1], [0.5, -0.9, -0.8], [-0.6, -0.2, 1.1], [0.5, 0.8, -1.0], [-1.0, 1.7, -0.2], [-0.2, -0.1, -0.1], [0.0, -0.2, -0.1], [-0.1, 0.0, -0.2], [-0.1, -0.3, 0.4], [0.1, 0.1, -0.2], [0.0, -0.1, 0.0], [-0.2, 0.1, 0.1], [0.4, 0.1, -0.1], [0.0, -0.1, 0.2], [-0.3, 0.5, 0.1], [-0.2, -0.3, 0.5], [0.0, 0.2, 0.2], [0.1, -0.1, 0.1], [0.2, -0.5, -0.2], [0.1, 0.0, 0.0], [0.2, 0.2, 0.3], [-0.1, 0.1, -0.1], [0.3, -0.1, -0.1], [0.0, 0.0, 0.0], [0.0, 0.0, 0.0], [0.0, 0.1, 0.0], [0.1, 0.1, 0.1], [-0.1, 0.0, 0.0], [0.0, 0.0, -0.1], [-0.1, -0.3, 0.0], [0.0, 0.0, 0.0], [0.2, 0.2, 0.0], [0.0, 0.0, 0.1], [-0.2, 0.1, -0.4], [0.2, -0.2, 0.1], [0.0, 0.0, 0.0], [0.0, -0.2, 0.2], [0.0, 0.3, -0.1], [-0.1, 0.2, 0.0], [0.0, 0.0, -0.2], [0.1, 0.0, 0.0], [-0.1, 0.0, 0.0], [-0.2, 0.4, -1.0], [0.0, 0.0, 0.0], [0.1, 0.0, 0.0], [0.0, 0.0, 0.0], [0.0, -0.1, -0.1], [0.0, -0.1, -0.1], [-0.4, 0.1, -0.2], [0.1, 0.0, 0.0], [0.0, 0.0, 0.1], [-0.2, -0.1, 0.0], [0.2, -0.1, 0.0], [0.1, 0.0, 0.0], [0.1, 0.0, 0.0], [0.0, 0.0, 0.0], [0.0, -0.1, -0.1], [0.0, 0.0, 0.2], [0.0, 0.0, 0.0], [0.0, 0.0, 0.0], [0.0, 0.0, 0.0], [0.0, 0.0, 0.0], [0.0, 0.0, 0.0], [0.0, 0.0, 0.0], [0.0, 0.0, 0.0], [0.0, 0.0, 0.0], [0.2, 0.0, -0.2], [-0.1, 0.2, 0.0], [-0.1, 0.0, 0.1], [-0.1, -0.5, -0.1], [0.0, 0.0, 0.0], [0.1, -0.2, 0.1], [0.0, 0.1, 0.0], [-0.2, 0.2, 0.0], [0.0, 0.0, 0.0], [0.0, 0.0, 0.0], [0.1, -0.1, 0.1], [0.0, 0.0, 0.0], [0.0, 0.0, -0.1], [0.0, 0.1, 0.0], [0.0, 0.0, 0.0], [-0.1, 0.1, 0.1], [0.0, 0.0, 0.0], [0.0, 0.0, 0.0], [0.0, 0.0, 0.0], [0.0, 0.0, 0.0], [0.1, -0.1, 0.1], [0.0, 0.0, 0.0], [-0.1, 0.0, 0.0], [-0.1, 0.1, 0.0], [0.0, 0.0, 0.0], [-0.1, 0.0, -0.1], [0.0, 0.0, 0.0], [0.1, 0.0, 0.0], [0.0, 0.0, 0.0], [0.0, 0.0, 0.0], [0.1, 0.1, -0.1], [0.1, -0.3, 0.1], [0.0, 0.0, 0.0], [-0.1, 0.0, 0.0], [0.0, 0.0, 0.0], [0.1, 0.0, 0.1], [0.0, 0.0, 0.0], [0.0, 0.0, -0.1], [-0.1, 0.0, 0.0], [0.0, 0.0, 0.0], [0.0, 0.0, 0.1], [0.0, 0.0, 0.0], [0.0, 0.0, -0.1], [0.0, 0.0, 0.0], [0.0, 0.0, 0.0], [-0.1, -0.1, 0.0], [0.0, 0.1, 0.0], [0.0, 0.0, 0.0], [0.0, 0.0, 0.0], [0.0, 0.0, 0.0], [-0.1, 0.0, -0.1], [0.0, 0.0, 0.1], [0.0, 0.0, 0.1], [0.1, 0.0, 0.0], [0.0, 0.0, -0.1]],
  "total_energy_ha": -31963.2405,
  "homo_lumo_gap_ev": 9.86
}